# 1
{
  "formula": "C3H16NaO5",
  "method": "ωB97M-V/def2-TZVPD",
  "symbols": ["Na", "O", "H", "H", "O", "H", "H", "O", "H", "H", "O", "H", "H", "C", "C", "C", "O", "H", "H", "H", "H", "H", "H", "H", "H"],
  "positions_angstrom": [[-1.529, -0.004, 0.485], [-1.566, 2.436, 0.775], [-2.180, 2.748, 1.451], [-1.538, 3.145, 0.120], [-2.341, -1.218, -1.480], [-1.877, -1.325, -2.320], [-3.275, -1.149, -1.717], [-0.196, -0.775, 2.342], [-0.396, -0.787, 3.287], [-0.293, -1.697, 2.062], [-3.410, -0.119, 2.023], [-3.436, 0.391, 2.842], [-4.282, -0.530, 1.961], [2.485, -1.100, -1.738], [1.737, -0.241, -0.752], [2.615, 0.767, -0.023], [0.655, 0.440, -1.440], [3.367, -1.568, -1.294], [2.787, -0.588, -2.655], [1.850, -1.921, -2.083], [1.238, -0.859, 0.003], [3.143, 1.301, -0.824], [3.351, 0.328, 0.648], [2.059, 1.497, 0.563], [1.033, 0.830, -2.236]],
  "forces_ev_per_angstrom": [[0.1, 0.4, -0.2], [-0.2, -0.1, 0.0], [0.1, 0.0, -0.1], [0.1, -0.1, 0.1], [-0.1, 0.2, 0.1], [0.0, 0.1, 0.2], [0.1, -0.1, 0.0], [-0.3, -0.3, -0.3], [0.1, 0.1, -0.1], [0.2, 0.1, 0.3], [-0.1, 0.0, 0.0], [0.0, -0.1, -0.1], [0.1, 0.0, 0.0], [0.0, -1.0, -0.2], [-0.3, 0.4, 0.4], [0.2, 0.3, -0.7], [0.0, -0.3, 0.4], [0.0, 0.2, 0.0], [0.1, 0.4, 0.2], [0.0, 0.0, 0.1], [0.0, -0.1, -0.2], [0.2, 0.2, 0.4], [0.0, -0.3, -0.2], [-0.3, -0.1, -0.1], [-0.1, 0.1, 0.0]],
  "lowdin_charge": [0.499, -0.035, 0.061, 0.072, -0.037, 0.069, 0.068, -0.038, 0.073, 0.069, -0.035, 0.069, 0.074, -0.052, -0.482, -0.042, -0.068, 0.093, 0.090, 0.083, 0.117, 0.090, 0.088, 0.079, 0.093],
  "orbital_gap_ev": 10.29,
  "mol_weight_g_mol": 155.1,
  "charge": 1,
  "spin_multiplicity": 1
}


# 2
{
  "formula": "C3H16O4S",
  "method": "ωB97M-V/def2-TZVPD",
  "symbols": ["C", "C", "S", "C", "H", "H", "H", "H", "H", "H", "H", "H", "H", "H", "O", "H", "H", "O", "H", "H", "O", "H", "H", "O"],
  "positions_angstrom": [[1.996, -1.383, -2.173], [1.272, -0.237, -1.460], [0.513, 0.956, -2.635], [-0.296, 2.116, -1.495], [2.865, -1.618, -1.543], [2.477, -1.183, -3.129], [1.348, -2.255, -2.148], [1.968, 0.373, -0.898], [0.594, -0.731, -0.772], [-1.336, 2.400, -1.668], [-0.266, 1.624, -0.519], [0.241, 3.056, -1.389], [-2.618, -0.307, 2.156], [-2.596, 0.693, 3.314], [-2.101, -0.041, 2.933], [1.911, 1.236, 1.754], [0.861, 1.215, 2.911], [1.058, 0.836, 2.015], [-1.992, -1.502, 0.383], [-2.643, -0.484, -0.529], [-2.844, -1.016, 0.232], [0.209, -0.569, 1.321], [-0.352, -1.748, 2.127], [-0.270, -1.430, 1.213]],
  "forces_ev_per_angstrom": [[0.8, 0.1, 0.9], [0.4, 0.4, -0.5], [-0.6, -0.3, -0.2], [0.2, 0.0, 0.9], [-0.2, -0.2, 0.1], [-0.6, 0.1, -0.3], [0.1, -0.1, -0.6], [0.1, -0.1, 0.3], [-0.4, 0.5, 0.0], [0.0, -0.5, -0.6], [-0.1, 0.2, 0.1], [0.3, -0.1, -0.1], [0.2, 0.1, -0.2], [0.1, 0.0, 0.0], [-0.4, 0.0, 0.2], [0.1, 0.1, 0.1], [0.1, -0.2, -0.6], [-0.2, 0.2, 0.3], [-0.5, 0.7, 0.2], [0.1, 0.5, -0.5], [0.4, -1.1, 0.4], [-0.2, -0.3, 0.3], [0.0, 0.3, -0.3], [0.3, -0.3, 0.1]],
  "lowdin_charge": [-0.183, -0.583, 0.703, -0.464, 0.064, 0.056, 0.064, 0.039, 0.036, 0.021, -0.002, 0.012, -0.011, 0.018, -0.133, -0.040, -0.015, -0.374, 0.022, 0.016, -0.100, -0.019, 0.038, -0.166],
  "e_above_lowest_kj_mol": 65.0,
  "orbital_gap_ev": [2.55, 8.63],
  "mol_weight_g_mol": 148.2,
  "charge": -1,
  "spin_multiplicity": 2,
  "s_squared": 0.750
}


# 3
{
  "formula": "C3H16O4S",
  "method": "ωB97M-V/def2-TZVPD",
  "symbols": ["C", "C", "S", "C", "H", "H", "H", "H", "H", "H", "H", "H", "O", "H", "H", "O", "H", "H", "O", "H", "H", "O", "H", "H"],
  "positions_angstrom": [[1.633, -1.176, -2.046], [1.377, -0.160, -0.951], [0.487, 1.257, -1.810], [-0.818, 1.732, -0.646], [0.762, -1.814, -2.192], [2.349, -1.918, -1.659], [2.097, -0.735, -2.920], [2.269, 0.183, -0.427], [0.718, -0.454, -0.139], [-0.937, 1.009, 0.158], [-0.538, 2.673, -0.158], [-1.768, 1.924, -1.137], [-2.033, -0.504, 1.827], [-2.052, -0.848, 0.888], [-2.717, -1.011, 2.260], [1.339, 1.852, 2.026], [1.191, 2.228, 1.130], [0.598, 2.170, 2.526], [-2.110, -1.545, -0.828], [-1.675, -2.332, -1.201], [-1.771, -0.829, -1.372], [0.744, -0.871, 2.150], [1.074, 0.040, 2.272], [-0.222, -0.871, 2.250]],
  "forces_ev_per_angstrom": [[0.8, -1.2, 1.6], [-0.8, 1.2, -0.4], [0.2, -0.5, 0.3], [0.4, 0.6, 0.6], [-0.2, 0.5, -0.7], [0.2, 0.3, -0.1], [-0.4, 0.0, -0.3], [0.2, 0.2, -0.4], [-0.1, -0.6, -0.1], [-0.1, -0.2, -0.2], [-0.1, -0.1, -0.1], [0.0, -0.2, -0.2], [0.1, -0.2, -1.3], [0.0, 0.2, 1.1], [-0.3, -0.1, 0.3], [0.4, 0.5, -1.2], [0.3, -0.5, 0.8], [-0.6, 0.3, 0.5], [0.3, -0.5, -0.3], [-0.3, 0.3, 0.4], [0.1, 0.3, -0.2], [0.3, -0.2, 0.1], [-0.4, -0.4, -0.1], [0.2, 0.4, 0.0]],
  "lowdin_charge": [-0.190, -0.509, 0.789, -0.442, 0.057, 0.077, 0.062, 0.071, 0.031, 0.007, 0.018, 0.034, -0.081, 0.023, 0.047, -0.043, 0.050, 0.050, -0.041, 0.072, 0.031, -0.097, -0.006, -0.010],
  "e_above_lowest_kj_mol": 77.8,
  "orbital_gap_ev": 9.17,
  "smiles": "CCSC.O.O.O.O",
  "mol_weight_g_mol": 148.2,
  "charge": 0,
  "spin_multiplicity": 1
}


# 4
{
  "formula": "C3H17BF2NO11P",
  "method": "ωB97M-V/def2-TZVPD",
  "symbols": ["C", "O", "B", "O", "P", "O", "N", "C", "O", "F", "C", "O", "F", "H", "H", "H", "H", "H", "O", "H", "H", "O", "H", "H", "O", "H", "H", "O", "H", "H", "O", "H", "H", "O", "H", "H"],
  "positions_angstrom": [[-2.497, -1.652, -2.198], [-2.351, -0.308, -1.721], [-1.574, -0.253, -0.601], [-2.168, -0.524, 0.627], [0.304, 0.245, -0.818], [0.276, 1.910, -0.680], [1.209, -0.477, 0.526], [1.135, 0.233, 1.760], [1.420, 1.310, 1.984], [0.704, -0.534, 2.756], [2.561, -0.638, 0.109], [3.037, -1.614, -0.206], [3.260, 0.497, 0.063], [-3.358, -2.143, -1.737], [-2.650, -1.659, -3.273], [-1.618, -2.264, -1.963], [-2.781, 0.207, 0.800], [-0.653, 2.184, -0.730], [0.919, 0.407, -4.102], [1.783, 0.579, -3.711], [0.912, 0.945, -4.904], [5.059, 2.084, 2.290], [4.873, 1.762, 3.178], [4.364, 1.697, 1.747], [-0.915, 2.837, -3.819], [-0.379, 2.036, -3.734], [-1.491, 2.663, -4.571], [-1.395, -2.918, 2.777], [-1.900, -2.776, 1.969], [-0.680, -2.273, 2.723], [-1.091, 4.349, 0.719], [-0.309, 3.788, 0.665], [-0.765, 5.167, 1.108], [-0.775, -5.016, 4.801], [-1.482, -5.664, 4.735], [-0.948, -4.399, 4.075]],
  "forces_ev_per_angstrom": [[-0.3, -0.6, 0.0], [0.7, 0.1, -0.2], [-1.0, -0.1, 1.0], [0.7, 0.6, -0.1], [0.9, -0.4, -1.9], [-0.6, -0.8, 0.3], [-0.6, 1.3, 0.7], [-0.8, -3.6, -0.4], [1.2, 4.7, 0.6], [-0.5, -1.0, 0.2], [-1.8, 2.9, 0.8], [2.0, -4.5, -1.4], [0.0, 0.9, 0.3], [0.0, 0.2, 0.1], [0.1, 0.3, 0.0], [0.0, 0.1, -0.2], [-0.4, -0.5, 0.2], [0.2, 0.5, 0.1], [-0.1, 0.3, -0.2], [-0.1, -0.1, 0.1], [0.1, -0.2, -0.1], [-0.1, -0.1, 0.1], [0.0, 0.1, 0.0], [0.0, 0.1, 0.0], [0.0, -0.1, -0.1], [0.0, -0.1, 0.1], [0.0, 0.0, 0.1], [0.1, 0.0, -0.1], [0.0, 0.0, 0.1], [0.0, 0.0, 0.1], [0.1, -0.1, 0.0], [0.1, 0.0, 0.1], [-0.1, 0.0, 0.0], [0.0, -0.1, -0.1], [0.1, 0.0, 0.0], [-0.1, 0.0, 0.0]],
  "lowdin_charge": [-0.051, -0.013, -0.701, 0.119, 1.070, -0.271, -0.082, -0.580, 0.239, 0.144, -0.628, 0.256, 0.134, 0.098, 0.096, 0.097, 0.126, 0.048, -0.081, 0.043, 0.046, -0.053, 0.036, -0.002, -0.061, -0.016, 0.037, -0.040, 0.035, 0.022, -0.056, 0.008, 0.042, -0.072, 0.028, -0.015],
  "orbital_gap_ev": 8.87,
  "smiles": "COB(O)P(O)N(C(=O)F)C(=O)F.O.O.O.O.O.O",
  "mol_weight_g_mol": 322.9,
  "charge": 0,
  "spin_multiplicity": 1
}


# 5
{
  "formula": "C3H17N2O3",
  "method": "ωB97M-V/def2-TZVPD",
  "symbols": ["C", "N", "C", "N", "C", "H", "H", "H", "H", "H", "H", "H", "H", "H", "H", "H", "H", "H", "O", "H", "H", "O", "H", "H", "O"],
  "positions_angstrom": [[-1.428, 2.043, -1.318], [-2.479, 1.700, -0.415], [-0.565, 0.849, -1.924], [-0.396, -0.177, -0.801], [0.364, 0.376, 0.305], [-1.718, 2.652, -2.176], [-0.677, 2.821, -0.927], [-3.208, 1.146, -0.879], [-2.885, 2.492, -0.096], [-1.005, 0.575, -3.003], [0.460, 1.337, -2.107], [0.014, -1.091, -1.153], [-1.392, -0.516, -0.506], [0.564, -0.305, 1.281], [1.386, 0.666, -0.162], [-0.160, 1.139, 0.947], [4.454, -3.993, -2.013], [3.410, -3.546, -0.909], [4.206, -4.108, -1.037], [-0.427, -3.182, -2.022], [0.442, -3.433, -0.870], [0.241, -2.777, -1.515], [-0.084, 2.452, 6.835], [-0.623, 3.659, 5.990], [-0.531, 2.742, 6.040]],
  "forces_ev_per_angstrom": [[2.5, 1.5, -1.4], [1.2, -3.8, -1.3], [-0.1, 2.2, -0.7], [-2.8, -1.9, -1.3], [2.4, 0.0, 3.5], [-0.6, -0.4, -0.5], [-1.1, -1.5, 0.6], [0.3, 0.4, 0.2], [-1.6, 3.0, 1.5], [0.9, -0.5, 2.9], [-1.4, -1.2, 0.2], [0.0, 0.8, 0.3], [2.0, 1.2, -0.3], [-0.3, 0.4, -3.0], [-1.8, -0.1, 1.3], [0.3, 0.0, -1.8], [-0.6, -0.2, 2.1], [0.9, -0.5, -0.3], [-0.3, 0.8, -1.9], [-1.3, -0.7, -1.3], [0.5, -0.8, 1.0], [0.8, 1.4, 0.2], [0.0, 0.5, 0.2], [0.0, 2.1, 0.4], [-0.1, -2.7, -0.6]],
  "lowdin_charge": [-0.301, 0.026, -0.113, -0.069, -0.075, 0.106, 0.138, 0.104, 0.042, 0.171, 0.137, 0.110, 0.204, 0.151, 0.136, 0.105, 0.078, 0.019, -0.098, 0.054, 0.064, 0.011, 0.038, -0.002, -0.036],
  "e_above_lowest_kj_mol": 329.3,
  "orbital_gap_ev": 10.33,
  "mol_weight_g_mol": 129.2,
  "charge": 1,
  "spin_multiplicity": 1
}


# 6
{
  "formula": "C3H18N6O6",
  "method": "ωB97M-V/def2-TZVPD",
  "symbols": ["O", "H", "H", "O", "H", "H", "O", "H", "H", "C", "O", "N", "N", "H", "H", "H", "H", "C", "O", "N", "N", "H", "H", "H", "H", "C", "O", "N", "N", "H", "H", "H", "H"],
  "positions_angstrom": [[3.603, 0.066, -1.243], [3.713, -0.442, -2.046], [2.670, -0.004, -1.040], [1.164, -0.194, -0.138], [0.910, 0.240, 0.676], [0.848, 0.388, -0.830], [0.114, 1.455, 1.660], [-0.477, 2.147, 1.957], [-0.050, 0.727, 2.260], [0.048, 2.726, -1.749], [0.822, 1.818, -2.087], [0.577, 3.919, -1.506], [-1.267, 2.762, -1.900], [1.579, 3.860, -1.392], [0.097, 4.548, -0.878], [-1.762, 1.889, -1.788], [-1.743, 3.634, -1.717], [-1.811, -1.890, -2.725], [-1.359, -2.608, -3.630], [-3.010, -1.422, -2.666], [-1.117, -1.456, -1.722], [-3.613, -1.774, -3.396], [-3.217, -0.738, -1.952], [-1.521, -0.807, -1.062], [-0.190, -1.842, -1.617], [0.321, -1.724, 3.613], [-0.266, -0.759, 3.216], [-0.061, -2.544, 4.557], [1.542, -2.060, 3.179], [-0.939, -2.334, 5.010], [0.491, -3.293, 4.951], [2.077, -2.800, 3.611], [1.823, -1.488, 2.396]],
  "forces_ev_per_angstrom": [[0.7, 0.0, -0.3], [0.2, 0.0, -0.2], [-0.2, 0.0, 0.5], [-0.3, -1.5, -0.2], [0.0, 0.5, 0.2], [-0.1, 0.9, -0.5], [-0.1, 0.7, -0.4], [0.0, 0.2, 0.0], [-0.2, -0.8, 0.9], [2.7, -0.4, -1.9], [-1.4, -0.9, 0.7], [1.0, 1.8, 1.2], [-2.4, -1.0, 0.3], [0.0, 0.3, 0.0], [0.2, 0.1, -0.1], [-0.1, 0.5, -0.2], [-0.2, -0.4, 0.0], [-0.5, 2.6, 3.4], [1.0, -1.9, -2.2], [-2.8, -0.7, -2.4], [3.2, -1.1, 0.6], [-0.9, 0.8, 0.4], [-0.7, -0.3, -0.5], [0.6, -0.2, 0.2], [0.3, 0.7, 0.7], [2.7, -1.1, 0.3], [-2.0, 2.0, -1.0], [-2.7, -1.4, 2.7], [1.0, 0.5, -1.4], [0.2, -0.2, 0.1], [-0.1, 0.3, -0.3], [0.1, 0.4, -0.6], [0.8, -0.5, 0.2]],
  "lowdin_charge": [-0.062, 0.026, -0.047, -0.067, -0.005, -0.016, -0.054, 0.058, -0.015, -0.704, 0.009, 0.174, 0.173, 0.130, 0.112, 0.094, 0.117, -0.575, 0.415, 0.248, 0.259, 0.160, 0.155, 0.147, 0.148, -0.741, 0.046, 0.173, 0.172, 0.124, 0.120, 0.115, 0.112],
  "orbital_gap_ev": [8.87, 3.14],
  "mol_weight_g_mol": 234.2,
  "charge": 1,
  "spin_multiplicity": 2,
  "s_squared": 0.754
}